(1)
ORCA calculation (ωB97M-V/def2-TZVPD) on a molecular structure, C27H46BrHgNOP2 at a distorted geometry.

Structure (XYZ):
```
79
Properties=species:S:1:pos:R:3:forces:R:3
N -4.943 2.916 -3.685 -0.9 0.5 -0.2
C -4.987 3.096 -2.368 0.7 -0.7 -0.2
C -4.054 2.473 -1.539 0.8 0.1 0.0
C -2.999 1.725 -2.118 -1.4 -0.7 -1.0
C -3.004 1.541 -3.510 0.0 0.6 0.2
C -4.016 2.166 -4.252 0.6 -0.4 0.4
C -1.884 1.379 -1.228 0.9 0.7 -0.1
Hg -0.230 -0.097 -0.757 -0.4 -1.6 -0.2
P 2.091 -0.377 -0.380 2.3 0.5 1.1
C -0.579 1.870 -1.629 -1.8 1.5 0.1
C -0.014 3.080 -1.001 1.1 -0.4 0.4
C 1.008 3.827 -1.640 -0.1 -0.1 0.2
C 1.704 4.806 -0.926 -0.2 -0.4 0.4
C 1.403 5.007 0.441 -1.2 -1.0 -1.2
C 0.305 4.358 1.035 0.2 -0.4 -0.4
C -0.395 3.406 0.304 0.4 0.2 0.2
Br 2.440 6.090 1.457 0.9 1.0 0.8
H -2.185 1.296 -0.173 0.2 0.9 -0.3
H -0.364 1.820 -2.697 -0.3 0.0 0.0
H -4.037 2.723 -0.482 -0.1 -0.3 0.0
H -2.177 1.056 -4.028 -0.3 -0.1 0.1
H -5.757 3.752 -1.952 0.2 -0.2 -0.2
H -4.042 2.066 -5.341 0.0 0.1 0.4
H 1.297 3.624 -2.684 -0.2 0.0 0.6
H -1.202 2.855 0.784 0.1 0.2 0.0
H 2.537 5.343 -1.387 -0.4 -0.1 0.2
H 0.047 4.516 2.080 0.1 0.2 -0.2
P -0.942 -2.460 -0.203 -0.6 1.0 0.3
C 2.761 1.293 0.075 -0.1 0.4 -0.5
C 4.240 1.660 0.331 0.1 0.0 -0.2
H 2.172 1.596 0.965 0.0 -0.4 -0.3
H 2.368 1.928 -0.735 0.2 0.0 0.3
H 4.259 2.697 0.711 0.0 -0.4 -0.2
H 4.737 1.035 1.082 -0.2 0.3 -0.5
H 4.826 1.637 -0.599 -0.2 0.0 0.3
C 2.698 -1.260 -1.884 0.1 0.2 -0.5
C 4.088 -1.910 -2.035 0.2 0.2 0.2
H 2.575 -0.521 -2.691 0.0 -0.1 0.1
H 1.917 -2.015 -2.080 0.2 0.2 0.2
H 4.189 -2.337 -3.048 -0.2 0.2 0.5
H 4.891 -1.173 -1.912 -0.2 -0.1 0.0
H 4.271 -2.718 -1.318 -0.2 0.2 -0.1
C 2.393 -1.384 1.112 -0.4 -0.5 -0.1
C 3.680 -1.199 1.923 0.2 -0.1 0.0
H 2.336 -2.416 0.734 0.0 0.0 0.3
H 1.517 -1.243 1.766 0.3 0.1 -0.2
H 3.571 -1.773 2.855 0.1 0.2 -0.3
H 4.552 -1.600 1.393 -0.1 0.1 0.1
H 3.888 -0.151 2.175 -0.3 -0.5 0.1
C -0.593 -3.017 1.498 0.4 0.1 0.1
C -1.135 -4.400 1.833 0.0 -0.4 0.1
H -0.969 -2.253 2.197 0.0 -0.2 -0.4
H 0.499 -3.008 1.623 -0.3 -0.1 -0.1
H -2.230 -4.431 1.902 0.3 0.0 -0.1
H -0.800 -5.150 1.104 -0.1 0.1 0.3
H -0.727 -4.689 2.811 -0.2 0.0 -0.2
C -0.345 -3.663 -1.417 0.4 -0.2 0.2
C -0.537 -3.253 -2.878 -0.2 -0.2 -0.2
H -0.874 -4.604 -1.188 0.3 0.2 -0.2
H 0.726 -3.813 -1.205 -0.3 -0.2 0.0
H -1.590 -3.097 -3.128 0.1 0.0 0.1
H 0.021 -2.347 -3.148 -0.1 -0.1 0.1
H -0.180 -4.059 -3.528 0.0 0.2 0.1
C -2.738 -2.407 -0.370 -0.2 -0.6 -0.5
C -3.468 -1.708 0.777 -0.3 0.3 0.2
H -3.025 -3.468 -0.444 -0.2 0.3 -0.1
H -2.967 -1.931 -1.339 0.1 -0.3 0.3
H -4.132 -0.930 0.391 0.0 -0.2 0.0
H -4.094 -2.433 1.312 0.2 0.3 0.0
H -2.806 -1.215 1.502 0.0 -0.2 -0.1
C -0.158 0.764 5.142 0.0 0.0 -0.2
C -0.696 -0.434 4.388 -0.2 -0.5 0.2
O -0.995 -0.199 3.001 0.0 0.8 -0.3
H 0.669 1.235 4.607 0.0 0.0 0.0
H 0.221 0.436 6.111 -0.1 0.1 0.0
H -0.932 1.516 5.314 0.0 0.0 0.0
H 0.026 -1.255 4.375 0.0 0.1 0.1
H -1.613 -0.811 4.859 0.2 0.0 0.1
H -1.508 0.621 2.959 0.1 -0.2 0.1
```
Positions in Å, forces in eV/Å.

Properties
Highest occupied orbital energy = -13.6 eV
LUMO level = -6.8227 eV
Kohn-Sham gap = 6.8 eV
Total energy = -125061.791 eV
Total charge = +2

(2)
ORCA calculation (ωB97M-V/def2-TZVPD) on 11 unconnected molecules or ions with the total composition C27H46Cl2F21N3O15S at a distorted geometry.

Structure (XYZ):
```
115
Properties=species:S:1:pos:R:3:forces:R:3
N -3.517 -1.238 -2.103 -0.7 -1.2 -1.3
H -4.028 -1.704 -1.368 -0.2 0.5 0.2
H -4.122 -0.664 -2.673 -0.7 0.9 -0.1
H -3.188 -1.967 -2.720 0.5 -0.3 -0.4
H -2.742 -0.689 -1.760 1.1 0.8 1.0
N -2.946 -4.301 0.270 0.6 -0.3 1.6
H -2.097 -3.786 0.085 1.1 1.1 -0.9
H -2.832 -4.427 1.265 -0.1 -0.3 0.8
H -2.891 -5.245 -0.084 -0.6 -0.4 -0.9
H -3.774 -3.736 0.144 -0.3 -0.5 -0.7
N -4.016 -1.880 2.943 0.0 -0.7 -0.5
H -3.743 -2.795 3.272 -0.5 -0.4 0.8
H -4.428 -1.966 2.025 -0.6 0.2 -0.1
H -3.133 -1.419 2.772 1.4 1.5 -0.3
H -4.617 -1.352 3.559 -0.3 0.1 0.5
C 0.600 -0.131 0.783 -0.4 0.4 0.0
F 1.157 -0.751 1.840 -0.1 0.3 -1.2
F 0.540 1.179 1.024 -0.1 -0.9 0.1
F 1.287 -0.291 -0.369 -0.6 -0.5 1.4
S -1.168 -0.843 0.610 -0.6 3.3 0.3
O -1.850 -0.590 1.894 0.5 -0.4 -0.7
O -1.788 -0.037 -0.479 0.8 -1.4 1.0
O -0.985 -2.245 0.352 -0.3 -1.6 -0.6
C -0.721 2.435 3.924 -0.1 0.6 -0.4
C -1.498 3.181 2.800 1.1 -2.8 0.2
O -2.455 4.043 3.352 -1.4 1.5 0.9
C -3.641 3.583 3.815 1.3 -0.2 -0.5
O -4.034 2.449 3.712 0.0 0.2 0.0
C -4.522 4.677 4.528 1.7 -0.2 0.4
F -5.717 4.626 4.029 -1.5 0.0 -0.6
F -4.594 4.381 5.837 0.2 0.1 -0.3
F -4.028 5.900 4.376 0.0 -0.1 0.1
H -0.103 1.602 3.589 -0.3 -0.1 -0.4
H -1.356 2.092 4.742 0.0 0.1 0.0
H 0.012 3.176 4.241 -0.1 -0.1 0.7
H -1.992 2.517 2.091 -0.1 -0.3 0.1
H -0.670 3.638 2.257 -0.8 1.1 -0.1
C 4.822 -1.427 1.366 -0.9 0.7 0.4
C 4.607 -0.884 -0.049 -1.3 -1.7 0.9
O 5.792 -0.753 -0.743 2.5 1.7 -1.4
C 6.265 0.485 -0.989 -3.1 3.4 2.0
O 5.680 1.554 -0.606 2.6 -4.3 -1.7
C 7.596 0.457 -1.784 -0.1 0.4 0.1
F 7.945 1.659 -2.244 -0.7 -0.4 -0.1
F 8.577 0.049 -1.011 0.6 -0.4 0.9
F 7.483 -0.422 -2.767 -0.2 0.1 -0.7
H 5.000 -2.498 1.462 0.5 0.1 -0.5
H 3.841 -1.316 1.830 -0.2 0.1 0.3
H 5.504 -0.832 1.974 0.2 -0.1 -0.2
H 3.968 -0.003 -0.112 0.4 0.2 0.2
H 4.101 -1.697 -0.569 -0.3 0.1 -0.3
C 1.524 -3.884 2.510 0.3 0.3 0.2
C 1.995 -4.061 1.057 -1.0 -0.9 0.9
O 3.318 -4.604 0.976 1.3 -1.1 -0.3
C 3.543 -5.939 0.604 -4.7 0.4 -1.3
O 2.627 -6.697 0.308 2.2 1.6 0.9
C 4.996 -6.380 0.514 -0.3 -0.6 -1.9
F 5.407 -6.716 -0.761 -1.0 0.5 1.3
F 5.752 -5.399 0.900 1.3 0.4 1.0
F 5.054 -7.491 1.231 0.8 0.2 0.5
H 2.196 -3.243 3.081 0.5 -0.3 0.0
H 1.354 -4.799 3.078 0.1 -0.1 -0.2
H 0.625 -3.268 2.551 -0.4 -0.2 -0.4
H 1.908 -3.066 0.619 0.8 -0.1 -0.5
H 1.310 -4.722 0.527 0.1 0.0 -0.1
C -6.145 1.452 0.806 1.4 -0.2 -0.5
C -4.816 2.101 0.246 -0.6 0.0 0.9
O -5.019 3.071 -0.784 -0.5 -0.4 -2.3
C -5.054 2.653 -2.069 -0.8 -1.4 -0.3
O -4.853 1.530 -2.528 0.0 1.1 1.6
C -5.434 3.757 -3.108 0.9 0.9 -0.8
F -5.272 4.946 -2.554 -0.5 0.3 0.2
F -4.481 3.666 -4.077 -1.1 -0.3 0.4
F -6.673 3.692 -3.679 1.7 -0.5 1.1
H -5.918 1.139 1.825 0.0 0.2 0.2
H -6.402 0.533 0.280 -0.2 0.1 -0.4
H -7.018 2.104 0.829 0.3 0.2 -0.1
H -4.048 1.406 -0.093 -0.2 -0.4 0.1
H -4.364 2.695 1.040 -0.1 -0.1 0.0
C -1.428 4.461 -0.729 0.3 0.0 0.3
C -1.206 2.987 -1.077 -0.5 0.4 1.0
O -0.082 2.805 -1.888 1.5 -0.8 -2.7
C -0.153 2.995 -3.232 -2.3 2.2 0.9
O -1.165 3.423 -3.768 2.1 -1.4 0.4
C 1.245 2.834 -3.913 -1.5 0.8 -0.8
F 2.153 2.607 -2.982 0.5 0.2 -0.6
F 1.161 1.764 -4.745 0.5 0.9 0.3
F 1.498 3.986 -4.642 0.0 -2.2 1.3
H -1.811 4.537 0.288 -0.3 0.1 -0.1
H -2.066 5.011 -1.421 -0.2 -0.4 0.0
H -0.486 5.009 -0.721 0.2 -0.2 0.0
H -2.123 2.529 -1.447 0.1 0.0 -0.6
H -0.879 2.341 -0.262 -0.5 0.7 0.6
C 0.264 -0.688 -3.231 -0.8 -1.4 -0.1
C 0.176 -2.191 -2.853 1.2 0.4 0.0
O 1.391 -2.776 -3.399 1.3 -0.9 -0.1
C 1.882 -3.945 -2.915 -1.1 0.8 1.1
O 1.374 -4.567 -2.015 0.2 0.3 -0.7
C 3.238 -4.413 -3.509 1.1 -2.4 -1.0
F 3.160 -5.757 -3.855 -0.5 1.8 0.6
F 3.600 -3.796 -4.647 -0.1 0.2 1.5
F 4.205 -4.383 -2.540 -1.1 0.8 -1.2
H 1.232 -0.284 -2.934 0.0 -0.1 -0.5
H -0.491 -0.089 -2.720 -0.1 -0.1 0.1
H 0.031 -0.675 -4.295 0.6 0.6 0.0
H -0.596 -2.757 -3.374 -0.6 0.3 0.3
H 0.161 -2.325 -1.772 -0.1 -0.3 -0.1
Cl 1.783 4.104 0.559 0.0 0.2 0.1
C 3.456 3.445 0.657 -0.3 0.3 1.0
C 3.636 2.659 1.982 1.2 -0.3 -1.5
Cl 3.968 3.705 3.408 -0.6 -0.4 -0.6
H 4.150 4.286 0.668 -0.2 0.0 0.0
H 3.583 2.925 -0.292 0.2 -0.5 0.5
H 4.550 2.087 1.819 0.2 0.1 0.1
H 2.892 1.878 2.140 -0.4 0.6 0.4
```
Positions in Å, forces in eV/Å.

Properties
Highest occupied orbital energy = -14.0 eV
LUMO level = -8.3293 eV
Kohn-Sham gap = 5.6 eV
Total energy = -156858.851 eV
Total charge = +2